(1)
One molecule with the formula C4H7NO in a non-equilibrium geometry. Source: OMol25; level of theory: ωB97M-V/def2-TZVPD.

Atoms and positions in Å:
C 1.1944 0.8455 -0.7378
C -0.1822 0.3169 -0.4904
C -0.6689 -1.0325 -0.7429
N -0.1086 -0.8223 0.5695
C -0.6201 -0.3402 1.7520
O -0.9273 0.8258 1.8773
H 1.4601 1.4585 0.1316
H 1.2755 1.4807 -1.6232
H 1.8973 0.0144 -0.7984
H -0.9477 1.0999 -0.4042
H -1.7446 -1.1574 -0.8056
H -0.0645 -1.6851 -1.3566
H -0.5633 -1.0042 2.6287

## Properties
2S+1: 1
SMILES: C[C@H]1CN1C=O
Gap between HOMO and LUMO, eV: 10.7
Relative energy (zero: lowest compared OMol25 entry of this formula, charge and spin), kJ/mol: 231.8
Strongest force on any atom, hartree/bohr: 0.036

---

(2)
C30H44N6PSbSn as an isolated structure. Source: OMol25; level of theory: ωB97M-V/def2-TZVPD.

Atoms and positions in Å:
Sn -0.7522 -3.3379 0.6883
C 3.3105 -4.9512 0.0062
C 2.9908 -6.0727 -0.7430
C 1.6710 -6.3543 -1.0733
C 0.6493 -5.5090 -0.6527
C 0.9876 -4.3835 0.1154
C 2.3039 -4.0923 0.4345
C -0.7782 -5.7721 -0.9616
C -1.2203 -6.9141 -1.6488
C -2.5594 -7.1098 -1.8435
C -3.5040 -6.1701 -1.3773
C -4.8984 -6.3306 -1.5512
C -5.7646 -5.3799 -1.0900
C -5.2687 -4.2259 -0.4504
C -3.9218 -4.0447 -0.2661
C -3.0181 -5.0228 -0.7185
N -1.6643 -4.8716 -0.5214
H 4.3415 -4.7402 0.2558
H 3.7744 -6.7380 -1.0787
H 1.4598 -7.2372 -1.6596
H 2.5619 -3.2121 1.0089
H -0.5078 -7.6405 -2.0053
H -2.9087 -7.9954 -2.3606
H -5.2640 -7.2147 -2.0577
H -6.8304 -5.4992 -1.2250
H -5.9630 -3.4660 -0.1165
H -3.5567 -3.1251 0.1837
C -0.5159 -4.3761 4.7111
Sb -1.8816 -4.3808 3.1040
C -3.5914 -3.3215 3.7289
C -2.4556 -6.3770 2.7226
H -1.0107 -4.8463 5.5601
H -0.2549 -3.3499 4.9590
H 0.3750 -4.9388 4.4433
H -3.9833 -3.8209 4.6142
H -4.3394 -3.3300 2.9399
H -3.3132 -2.2995 3.9755
H -2.8443 -6.7936 3.6512
H -1.5899 -6.9488 2.3955
H -3.2308 -6.3842 1.9589
C 1.1843 11.0486 9.7748
N 0.2427 10.0428 10.2304
C -1.0956 10.6332 10.2735
N -1.5236 11.1614 8.9773
C -0.5917 12.1796 8.5276
N 0.7143 11.5083 8.4560
C 0.9282 10.6383 7.3672
P -0.2065 9.0841 7.6173
C 0.2971 8.8458 9.3956
C -1.7156 10.1198 7.9767
H 2.1862 10.6356 9.6771
H 1.1907 11.8984 10.4552
H -1.0949 11.4477 10.9981
H -1.8086 9.8784 10.6009
H -0.5332 12.9903 9.2512
H -0.8651 12.5623 7.5466
H 1.9575 10.2805 7.3421
H 0.6468 11.1029 6.4227
H 1.3028 8.4228 9.4316
H -0.3689 8.0905 9.8217
H -2.4976 9.4393 8.3251
H -2.0808 10.5653 7.0496
C 3.4295 -2.3804 -11.5749
C 2.8365 -2.6755 -10.1749
N 2.7238 -1.4491 -9.3908
C 4.0312 -0.8081 -9.2877
C 4.5393 -0.3693 -10.6839
N 3.5536 -0.8870 -11.6941
C 2.2127 -0.2382 -11.4895
C 1.7796 -0.5399 -10.0329
H 2.7930 -2.7201 -12.3895
H 4.4264 -2.7949 -11.7131
H 3.4705 -3.3822 -9.6424
H 1.8474 -3.1211 -10.2688
H 4.7293 -1.5088 -8.8325
H 3.9524 0.0572 -8.6320
H 5.5121 -0.7870 -10.9359
H 4.5808 0.7118 -10.8032
H 3.8897 -0.6587 -12.6283
H 1.5379 -0.6609 -12.2316
H 2.3318 0.8248 -11.6896
H 0.7888 -0.9907 -10.0260
H 1.7311 0.3803 -9.4528

## Properties
2S+1: 1
Gap between HOMO and LUMO (spin up / spin down), eV: 6.1 / 4.3
Charge: +4
Relative energy (zero: lowest compared OMol25 entry of this formula, charge and spin), kJ/mol: 0.0
Strongest force on any atom, hartree/bohr: 0.003

---

(3)
C23H26I2N9NaSe as an isolated structure. Source: OMol25; level of theory: ωB97M-V/def2-TZVPD.

Atoms and positions in Å:
Na -0.0581 0.1834 0.1474
N 1.6344 2.9904 0.7207
C 2.2453 1.9734 1.3456
N 3.2818 2.2589 2.1386
C 3.8366 1.2135 2.7371
N 4.8998 1.4374 3.5320
N 3.4266 -0.0602 2.6211
C 2.4165 -0.2410 1.7828
N 1.8035 0.7132 1.0939
C 1.9272 -1.6374 1.6261
C 2.4906 -2.6525 2.3952
C 2.0102 -3.9415 2.2599
C 0.9907 -4.1803 1.3517
C 0.4978 -3.1096 0.6236
N 0.9412 -1.8640 0.7531
H 1.8681 3.9050 1.0720
H 0.6421 2.8283 0.5112
H 5.2309 2.3750 3.6599
H 5.3189 0.6633 4.0112
H 3.2875 -2.4055 3.0793
H 2.4259 -4.7486 2.8489
H 0.5854 -5.1726 1.2098
H -0.2983 -3.2557 -0.0967
I 2.6321 0.5006 -2.4181
C 1.0142 -0.0241 -3.7145
I -0.0861 -1.7496 -3.0953
H 1.4244 -0.2236 -4.6946
H 0.3170 0.8033 -3.7296
C -1.5537 2.9831 -1.4960
C -1.6270 2.9946 0.0035
C -2.1477 3.9641 0.8429
C -1.9849 3.4713 2.1598
C -1.3675 2.2374 2.0440
C -0.9750 1.2866 3.1360
N -1.1520 1.9324 0.7259
H -2.2105 3.7456 -1.9153
H -1.8711 2.0082 -1.8818
H -0.5381 3.1762 -1.8654
H -2.6007 4.9023 0.5549
H -2.2777 3.9630 3.0773
H -1.2778 1.6763 4.1080
H 0.1075 1.1144 3.1649
H -1.4554 0.3137 2.9922
C -3.6862 -3.4448 2.4305
N -4.5484 -2.6486 1.5928
C -4.1301 -1.7033 0.7072
Se -2.4407 -1.2076 0.3135
N -5.2489 -1.1702 0.1526
C -6.3866 -1.7764 0.6566
C -7.7346 -1.6079 0.3963
C -8.6202 -2.4224 1.0882
C -8.1712 -3.3701 2.0046
C -6.8182 -3.5387 2.2658
C -5.9353 -2.7253 1.5773
H -2.6597 -3.1293 2.2615
H -3.7833 -4.5029 2.1819
H -3.9414 -3.2967 3.4802
H -5.2012 -0.4109 -0.5041
H -8.0821 -0.8697 -0.3142
H -9.6823 -2.3198 0.9097
H -8.8895 -3.9893 2.5254
H -6.4665 -4.2736 2.9778

## Properties
2S+1: 1
Gap between HOMO and LUMO, eV: 5.7
Relative energy (zero: lowest compared OMol25 entry of this formula, charge and spin), kJ/mol: 141.2
Strongest force on any atom, hartree/bohr: 0.019

---

(4)
C2H3CeO2 as an isolated structure in a non-equilibrium geometry. Source: OMol25; level of theory: ωB97M-V/def2-TZVPD.

Atoms and positions in Å:
O -1.8844 0.5445 0.4121
Ce -0.9632 0.9103 -1.7732
O -2.6369 0.0034 -0.5720
C 0.7783 -0.2487 0.7941
C 1.0437 0.2309 -0.4746
H 1.4472 -0.0706 1.6500
H 0.2487 -1.2093 0.8911
H 1.9667 -0.1605 -0.9275

## Properties
2S+1: 3
⟨S²⟩: 2.03
Gap between HOMO and LUMO (spin up / spin down), eV: 5.7 / 5.6
Charge: +1
Relative energy (zero: lowest compared OMol25 entry of this formula, charge and spin), kJ/mol: 280.7
Strongest force on any atom, hartree/bohr: 0.108